# 1
90
Properties=species:S:1:pos:R:3 method="wB97M-V/def2-TZVPD" molar_mass_g_mol=768.632 de_lowest_kj_mol=11.60 largest_force_ev_per_a=0.69 total_charge=+1
Ti -0.246 0.572 0.057
O 0.630 -5.844 -0.035
C 0.022 -5.416 0.968
O -0.765 -5.936 1.759
C 0.213 -3.900 1.152
C 1.383 -3.277 0.753
C 1.485 -1.898 0.745
N 0.442 -1.122 1.131
C -0.640 -1.743 1.679
C -0.790 -3.105 1.697
C -1.649 -0.825 2.249
C -2.583 -1.215 3.195
C -3.462 -0.266 3.690
C -3.393 1.037 3.220
C -2.444 1.348 2.266
N -1.581 0.438 1.805
C 2.777 -1.265 0.360
C 3.655 -1.932 -0.487
C 4.896 -1.378 -0.737
C 5.229 -0.186 -0.118
C 4.283 0.412 0.698
N 3.073 -0.095 0.928
H 2.202 -3.898 0.421
H -1.669 -3.587 2.105
H -2.607 -2.236 3.548
H -4.197 -0.543 4.434
H -4.067 1.803 3.575
H -2.371 2.338 1.838
H 3.367 -2.858 -0.962
H 5.592 -1.873 -1.401
H 6.196 0.274 -0.259
H 4.518 1.342 1.204
C -3.915 -0.027 -0.625
C -2.640 0.223 -1.422
C -2.806 -0.277 -2.849
O -1.517 -0.401 -0.793
C -2.300 1.728 -1.402
O -2.792 2.548 -2.122
O -1.346 2.004 -0.497
H -4.079 -1.103 -0.542
H -4.762 0.414 -1.149
H -3.869 0.400 0.375
H -3.306 -1.246 -2.857
H -1.842 -0.384 -3.344
H -3.413 0.434 -3.407
H -1.232 -2.267 -1.251
C -0.461 -5.433 -2.931
N 0.359 -4.211 -3.004
C 1.559 -4.202 -3.665
C 2.325 -3.100 -3.730
C 1.871 -1.889 -3.075
O 2.496 -0.823 -3.103
N 0.682 -1.961 -2.384
C 0.007 -3.077 -2.369
O -1.127 -3.138 -1.686
H -0.171 -6.072 -3.760
H -1.509 -5.165 -3.033
H -0.285 -5.928 -1.977
H 1.831 -5.140 -4.129
H 3.261 -3.098 -4.267
C 1.215 3.366 -2.245
S 1.680 1.649 -2.425
C 0.465 1.182 -3.642
O 1.139 1.045 -1.093
H 1.336 3.829 -3.225
H 1.897 3.832 -1.538
H 0.180 3.432 -1.913
H -0.416 1.818 -3.568
H 0.245 0.137 -3.438
H 0.945 1.266 -4.617
C 2.311 3.173 1.282
P 0.805 2.281 1.806
C 1.274 1.424 3.337
C -0.262 3.651 2.346
C -0.796 4.491 1.367
C -1.616 5.550 1.719
C -1.917 5.779 3.056
C -1.395 4.948 4.035
C -0.569 3.887 3.683
H 2.019 4.131 0.852
H 2.862 2.594 0.546
H 2.948 3.369 2.145
H 1.748 2.112 4.038
H 1.972 0.634 3.067
H 0.395 0.980 3.805
H -0.595 4.298 0.320
H -2.029 6.190 0.951
H -2.556 6.606 3.333
H -1.626 5.123 5.077
H -0.180 3.245 4.462

# 2
15
Properties=species:S:1:pos:R:3 method="wB97M-V/def2-TZVPD" molar_mass_g_mol=102.113 de_lowest_kj_mol=539.71 largest_force_ev_per_a=6.97 total_charge=+1
C 2.375 0.173 -0.413
C 1.188 -0.272 0.238
C -1.240 -0.889 0.639
C -0.777 1.218 -0.516
N -0.288 -0.197 -0.192
O 3.116 1.044 -0.703
O 2.061 -1.064 -0.522
H 1.177 -0.491 1.830
H -1.319 -0.407 1.530
H -2.255 -1.086 0.228
H -0.897 -1.963 1.004
H -0.697 1.440 -1.605
H -1.870 1.180 -0.321
H -0.322 2.061 -0.037
H -0.253 -0.748 -1.159

# 3
105
Properties=species:S:1:pos:R:3 method="wB97M-V/def2-TZVPD" energy_ev=-138140.0413 molar_mass_g_mol=790.706 largest_force_ev_per_a=10.06 total_charge=+1
N -1.414 6.564 -1.291
C -1.853 6.228 0.150
C -1.796 4.588 0.414
O -3.160 4.225 0.901
C -0.586 4.119 1.418
N 0.153 2.854 0.934
C -0.467 1.641 0.764
N -1.974 1.395 0.993
Br -1.924 0.853 2.785
C -2.256 0.352 -0.065
C -3.815 -0.246 -0.195
C -4.277 -1.167 1.062
C -5.826 -1.793 0.960
C -6.567 -1.307 -0.446
C -5.917 -0.353 -1.593
N -4.532 0.179 -1.429
C -1.011 -0.713 -0.045
O -1.160 -1.922 0.780
C -0.807 -1.334 -1.585
O -1.722 -1.143 -2.576
N 0.442 -2.115 -2.013
C 0.021 -3.137 -3.074
O -0.428 -4.323 -2.597
F 0.080 -2.909 -4.541
N 0.112 0.284 0.311
C 1.231 -0.248 1.177
O 1.848 -1.497 0.706
C 1.829 -2.404 1.885
O 2.238 -3.783 1.578
C 1.732 -4.751 2.564
C 2.858 -5.845 3.083
O 3.532 -5.375 4.328
H -2.173 6.181 -1.931
H -1.553 7.616 -1.372
H -1.235 6.809 0.959
H -2.989 6.589 0.202
H -1.649 3.969 -0.593
H -3.139 3.999 1.878
H -0.996 3.902 2.509
H 0.165 5.014 1.525
H 1.176 2.979 0.760
H -2.056 0.956 -1.060
H -3.584 -1.440 1.989
H -6.302 -2.501 1.760
H -7.668 -1.708 -0.641
H -6.577 -0.104 -2.554
H -0.788 -2.740 0.336
H 1.130 -1.471 -2.507
H 0.889 -0.278 2.316
H 2.094 0.577 1.145
H 0.791 -2.452 2.430
H 2.588 -1.943 2.684
H 0.839 -5.406 2.118
H 1.287 -4.258 3.545
H 2.235 -6.806 3.418
H 3.627 -6.170 2.263
H 4.124 -4.596 4.083
C 8.207 -10.846 0.844
O 8.665 -10.001 1.892
C 8.208 -8.647 1.787
C 7.118 -8.346 2.830
N 5.864 -9.032 2.517
C 4.898 -9.068 3.621
C 5.339 -9.698 4.959
O 5.517 -11.115 4.914
C 6.745 -11.540 4.341
H 8.806 -11.761 0.861
H 7.165 -11.126 0.994
H 8.329 -10.372 -0.135
H 7.877 -8.401 0.770
H 9.073 -8.014 2.006
H 6.938 -7.267 2.862
H 7.512 -8.655 3.802
H 6.067 -9.993 2.250
H 4.031 -9.630 3.256
H 4.548 -8.042 3.809
H 4.526 -9.529 5.675
H 6.218 -9.209 5.392
H 7.573 -10.870 4.583
H 6.629 -11.644 3.262
H 6.982 -12.533 4.733
C -2.057 8.925 -3.555
O -3.234 9.079 -2.773
C -3.478 10.425 -2.350
C -4.639 11.054 -3.138
N -4.270 11.320 -4.529
C -5.404 11.600 -5.417
C -6.524 10.544 -5.527
O -6.141 9.345 -6.203
C -5.398 8.431 -5.411
H -1.818 7.859 -3.602
H -2.214 9.278 -4.574
H -1.207 9.449 -3.106
H -2.572 11.043 -2.397
H -3.773 10.367 -1.297
H -4.933 11.995 -2.659
H -5.482 10.362 -3.072
H -3.774 10.512 -4.902
H -4.984 11.748 -6.418
H -5.848 12.561 -5.119
H -7.318 10.985 -6.143
H -6.993 10.316 -4.564
H -5.726 8.417 -4.368
H -4.335 8.665 -5.482
H -5.532 7.428 -5.825